Record 1
{
  "formula": "C46H65BrF3N2O2P3S3ScSi",
  "method": "wB97M-V/def2-TZVPD",
  "e_homo_ha": -0.381,
  "charge": 1,
  "species": ["Sc", "N", "P", "C", "C", "C", "C", "C", "C", "C", "C", "C", "C", "C", "C", "P", "C", "C", "C", "C", "C", "C", "C", "C", "C", "C", "C", "C", "H", "H", "H", "H", "H", "H", "H", "H", "H", "H", "H", "H", "H", "H", "H", "H", "H", "H", "H", "H", "H", "F", "C", "F", "F", "C", "C", "C", "C", "Si", "Br", "C", "C", "C", "C", "C", "C", "C", "C", "H", "H", "H", "H", "H", "H", "H", "H", "H", "H", "H", "H", "H", "H", "H", "H", "H", "H", "H", "H", "H", "H", "H", "H", "H", "H", "H", "C", "C", "C", "O", "P", "S", "S", "O", "C", "C", "C", "H", "H", "H", "H", "H", "H", "H", "H", "H", "H", "H", "H", "H", "H", "S", "C", "C", "N", "C", "H", "H", "H"],
  "xyz": [[0.217, 0.103, -0.170], [-0.750, 1.843, -3.148], [-1.468, 2.435, -1.743], [-3.095, 2.968, -2.370], [-4.256, 2.479, -1.780], [-5.506, 2.870, -2.252], [-5.594, 3.751, -3.319], [-4.436, 4.240, -3.918], [-3.193, 3.856, -3.441], [-0.633, 4.052, -1.479], [-1.319, 5.153, -0.962], [-0.654, 6.345, -0.709], [0.707, 6.452, -0.971], [1.399, 5.363, -1.485], [0.733, 4.168, -1.733], [0.339, 0.539, -3.082], [1.721, 1.224, -4.086], [1.423, 1.776, -5.337], [2.409, 2.388, -6.092], [3.715, 2.449, -5.616], [4.027, 1.886, -4.390], [3.034, 1.276, -3.626], [-0.440, -0.584, -4.314], [0.292, -1.223, -5.314], [-0.349, -1.993, -6.277], [-1.728, -2.135, -6.247], [-2.465, -1.518, -5.244], [-1.825, -0.754, -4.278], [-0.796, 2.381, -4.003], [-4.183, 1.781, -0.953], [-6.407, 2.484, -1.790], [-6.564, 4.063, -3.686], [-4.504, 4.927, -4.753], [-2.298, 4.268, -3.896], [-2.383, 5.084, -0.765], [-1.199, 7.196, -0.317], [1.225, 7.385, -0.781], [2.459, 5.441, -1.698], [1.286, 3.330, -2.142], [0.417, 1.709, -5.739], [2.162, 2.812, -7.058], [4.486, 2.927, -6.209], [5.045, 1.920, -4.018], [3.278, 0.841, -2.671], [1.366, -1.097, -5.367], [0.230, -2.470, -7.058], [-2.231, -2.728, -7.003], [-3.544, -1.626, -5.219], [-2.409, -0.268, -3.508], [3.648, 1.455, 0.029], [2.628, 0.776, -0.397], [2.437, -0.204, 0.616], [1.385, 1.727, 0.142], [-2.167, -1.541, 4.777], [-0.802, -1.895, 5.391], [-0.606, -3.404, 5.173], [-0.842, -1.611, 6.904], [0.638, -0.909, 4.652], [0.096, -1.020, 2.355], [2.337, -1.746, 4.701], [2.410, -3.006, 3.816], [2.638, -2.138, 6.162], [3.437, -0.793, 4.214], [0.637, 0.950, 5.037], [-0.802, 1.487, 5.027], [1.449, 1.770, 4.020], [1.246, 1.177, 6.435], [-2.934, -2.122, 5.304], [-2.217, -1.811, 3.720], [-2.426, -0.487, 4.877], [-1.476, -3.927, 5.588], [0.279, -3.794, 5.677], [-0.549, -3.657, 4.109], [-1.593, -2.263, 7.365], [-1.126, -0.580, 7.124], [0.115, -1.814, 7.399], [1.673, -3.764, 4.072], [3.403, -3.454, 3.948], [2.288, -2.770, 2.756], [1.933, -2.878, 6.551], [2.631, -1.276, 6.837], [3.639, -2.585, 6.210], [3.229, -0.395, 3.215], [4.378, -1.354, 4.160], [3.597, 0.042, 4.902], [-1.323, 1.257, 4.091], [-0.772, 2.577, 5.144], [-1.395, 1.087, 5.854], [1.163, 1.558, 2.986], [2.520, 1.609, 4.110], [1.263, 2.836, 4.211], [0.703, 0.650, 7.225], [1.212, 2.247, 6.671], [2.294, 0.866, 6.480], [2.562, -2.341, -2.921], [2.470, -2.443, -1.420], [2.853, -3.814, -0.910], [1.114, -1.997, -0.995], [-0.184, -2.978, -0.752], [-0.043, -4.126, 0.784], [-1.632, -1.533, -0.765], [-0.204, -3.736, -2.134], [-1.047, -4.844, -2.595], [-2.278, -5.100, -1.745], [-1.403, -4.502, -4.023], [3.594, -2.525, -3.230], [2.293, -1.345, -3.255], [1.907, -3.067, -3.402], [3.118, -1.709, -0.959], [2.256, -4.602, -1.369], [2.751, -3.888, 0.170], [3.901, -3.971, -1.175], [-0.393, -5.714, -2.571], [-2.870, -4.187, -1.627], [-2.032, -5.485, -0.759], [-2.895, -5.836, -2.266], [-2.030, -3.608, -4.043], [-1.952, -5.331, -4.474], [-0.508, -4.307, -4.616], [-2.308, 3.509, 2.230], [-3.259, 2.105, 2.001], [-2.509, 1.128, 1.447], [-1.192, 1.486, 1.203], [-0.958, 2.713, 1.579], [-4.302, 2.070, 2.286], [-2.839, 0.127, 1.210], [0.003, 3.204, 1.470]]
}

---

Record 2
{
  "formula": "CF4S2",
  "method": "wB97M-V/def2-TZVPD",
  "e_homo_ha": -0.371,
  "charge": 0,
  "species": ["F", "S", "C", "F", "F", "S", "F"],
  "xyz": [[-2.285, 0.071, 1.259], [-1.737, 0.401, -0.244], [0.030, -0.015, 0.062], [0.548, 0.757, 1.028], [0.162, -1.283, 0.474], [0.896, 0.256, -1.539], [2.387, -0.187, -1.040]]
}

---

Record 3
{
  "formula": "C17H38BrN9O4P2S3SbTi",
  "method": "wB97M-V/def2-TZVPD",
  "spin_multiplicity": 2,
  "e_homo_ha": [-0.219, -0.220],
  "s2": 0.756,
  "charge": 0,
  "species": ["Ti", "S", "Sb", "S", "S", "C", "N", "C", "P", "O", "O", "P", "O", "N", "C", "C", "N", "C", "C", "N", "C", "C", "H", "H", "H", "H", "H", "H", "H", "H", "H", "H", "H", "H", "H", "H", "H", "H", "H", "H", "H", "H", "H", "H", "H", "H", "C", "N", "C", "C", "N", "H", "H", "H", "H", "H", "H", "N", "C", "N", "O", "H", "H", "H", "H", "Br", "C", "C", "C", "C", "C", "N", "H", "H", "H", "H"],
  "xyz": [[-0.359, -1.928, -0.252], [1.179, -5.171, 2.531], [-0.859, -4.187, 2.170], [-0.460, -1.695, 2.098], [-1.290, -4.171, -0.274], [-2.960, 4.491, -0.022], [-1.684, 4.029, 0.508], [-1.143, 4.895, 1.544], [-1.497, 2.390, 0.725], [-2.216, 1.646, -0.317], [0.119, 2.289, 0.684], [1.060, 1.406, -0.275], [0.703, -0.022, -0.312], [2.519, 1.668, 0.416], [3.481, 0.571, 0.442], [2.816, 2.746, 1.343], [1.022, 2.094, -1.761], [0.001, 1.662, -2.713], [1.388, 3.499, -1.876], [-1.806, 1.936, 2.264], [-3.026, 1.190, 2.547], [-0.836, 1.922, 3.352], [-2.823, 5.476, -0.473], [-3.725, 4.578, 0.760], [-3.311, 3.799, -0.783], [-1.033, 5.907, 1.151], [-0.157, 4.548, 1.855], [-1.789, 4.932, 2.430], [3.171, -0.223, -0.232], [3.548, 0.150, 1.449], [4.466, 0.934, 0.141], [2.108, 3.563, 1.234], [3.818, 3.133, 1.142], [2.785, 2.395, 2.380], [-0.200, 0.603, -2.575], [0.380, 1.820, -3.725], [-0.938, 2.210, -2.589], [2.267, 3.712, -1.270], [0.570, 4.162, -1.570], [1.636, 3.712, -2.916], [-3.680, 1.189, 1.676], [-3.556, 1.647, 3.387], [-2.779, 0.154, 2.801], [0.013, 2.560, 3.124], [-0.475, 0.906, 3.532], [-1.311, 2.299, 4.261], [4.341, -3.935, 1.802], [3.709, -4.057, 0.484], [3.735, -5.399, -0.103], [2.594, -3.368, 0.314], [1.661, -2.718, 0.137], [3.932, -4.682, 2.485], [4.135, -2.949, 2.211], [5.417, -4.064, 1.684], [3.285, -6.119, 0.584], [4.770, -5.660, -0.319], [3.161, -5.396, -1.027], [1.566, -2.548, -4.035], [0.951, -2.963, -2.897], [1.017, -4.245, -2.544], [0.364, -2.108, -2.199], [1.868, -3.205, -4.730], [1.381, -1.603, -4.322], [1.384, -4.942, -3.167], [0.482, -4.515, -1.704], [-2.218, -1.198, -3.623], [-3.164, -1.106, -1.982], [-4.527, -0.865, -2.107], [-5.283, -0.781, -0.955], [-4.643, -0.948, 0.263], [-3.287, -1.191, 0.275], [-2.530, -1.266, -0.839], [-4.961, -0.746, -3.088], [-6.348, -0.595, -1.013], [-5.177, -0.906, 1.202], [-2.752, -1.348, 1.202]]
}

---

Energy above the lowest of the compared OMol25 structures with the same formula, charge and spin? In order: 1.932, 0.000, 0.000 eV.